Record 1
Formula: C5H10O4
Source: OMol25
Level of theory: ωB97M-V/def2-TZVPD

Computed properties:
highest occupied orbital energy	-10.49	eV
total charge	0
structure (SMILES)	O=C1OCC[C@@H]1CO.O
2S+1	1
strongest force on any atom	4.8	eV/Å
lowest unoccupied orbital energy	0.71	eV
orbital gap	0.411	hartree
energy relative to the best compared isomer or geometry (same formula, charge and spin)	45.49	kcal per mole

Structure (XYZ):
```
19
C5H10O4 (ωB97M-V/def2-TZVPD)
H -0.868 -1.238 0.346
H 0.800 -2.872 -0.870
H -2.003 1.228 -0.462
C 0.940 -0.216 -0.180
H 2.086 -2.026 -0.291
H -0.076 1.424 -2.551
H -0.141 1.434 1.655
O 1.396 -2.206 -1.225
H -0.055 2.451 -1.088
H 0.770 -0.561 2.526
C -0.062 1.415 -1.454
C -1.197 0.586 -0.840
O -0.157 -0.362 2.702
O 1.886 -0.632 0.555
C -0.510 -0.203 0.277
H -1.710 0.622 1.856
H -1.622 -0.097 -1.584
C -0.643 0.450 1.659
O 1.166 0.802 -1.029
```

***

Record 2
Formula: C6H9N
Source: OMol25
Level of theory: ωB97M-V/def2-TZVPD

Computed properties:
highest occupied orbital energy	-8.42	eV
total charge	0
2S+1	1
strongest force on any atom	1.7	eV/Å
lowest unoccupied orbital energy	1.15	eV
orbital gap	0.352	hartree
energy relative to the best compared isomer or geometry (same formula, charge and spin)	84.33	kcal per mole

Structure (XYZ):
```
16
C6H9N (ωB97M-V/def2-TZVPD)
H -2.085 -0.348 -1.460
H 0.695 -0.421 -1.958
H 0.073 -0.894 2.012
N -0.557 -0.753 -0.149
H 2.494 -0.661 0.375
H -1.687 1.096 -0.532
H -0.047 1.997 -0.864
H -2.559 -0.279 0.273
C 0.533 1.062 0.947
H 0.354 1.794 1.725
C 0.341 -0.452 1.050
C -1.782 -0.033 -0.455
C 1.474 -0.978 0.153
C 0.623 -0.214 -0.886
H 1.401 -2.058 0.002
C 0.592 1.246 -0.378
```

***

Copy entry 2 word for word.
Formula: C6H9N
Source: OMol25
Level of theory: ωB97M-V/def2-TZVPD

Computed properties:
highest occupied orbital energy	-8.42	eV
total charge	0
2S+1	1
strongest force on any atom	1.7	eV/Å
lowest unoccupied orbital energy	1.15	eV
orbital gap	0.352	hartree
energy relative to the best compared isomer or geometry (same formula, charge and spin)	84.33	kcal per mole

Structure (XYZ):
```
16
C6H9N (ωB97M-V/def2-TZVPD)
H -2.085 -0.348 -1.460
H 0.695 -0.421 -1.958
H 0.073 -0.894 2.012
N -0.557 -0.753 -0.149
H 2.494 -0.661 0.375
H -1.687 1.096 -0.532
H -0.047 1.997 -0.864
H -2.559 -0.279 0.273
C 0.533 1.062 0.947
H 0.354 1.794 1.725
C 0.341 -0.452 1.050
C -1.782 -0.033 -0.455
C 1.474 -0.978 0.153
C 0.623 -0.214 -0.886
H 1.401 -2.058 0.002
C 0.592 1.246 -0.378
```

***

> Among the records above, which one has the lowest strongest force on any atom?

C6H9N

***

> orbital gap of number 1 (C5H10O4)?

0.411 hartree

***

What did the second record say?
Formula: C6H9N
Source: OMol25
Level of theory: ωB97M-V/def2-TZVPD

Computed properties:
highest occupied orbital energy	-8.42	eV
total charge	0
2S+1	1
strongest force on any atom	1.7	eV/Å
lowest unoccupied orbital energy	1.15	eV
orbital gap	0.352	hartree
energy relative to the best compared isomer or geometry (same formula, charge and spin)	84.33	kcal per mole

Structure (XYZ):
```
16
C6H9N (ωB97M-V/def2-TZVPD)
H -2.085 -0.348 -1.460
H 0.695 -0.421 -1.958
H 0.073 -0.894 2.012
N -0.557 -0.753 -0.149
H 2.494 -0.661 0.375
H -1.687 1.096 -0.532
H -0.047 1.997 -0.864
H -2.559 -0.279 0.273
C 0.533 1.062 0.947
H 0.354 1.794 1.725
C 0.341 -0.452 1.050
C -1.782 -0.033 -0.455
C 1.474 -0.978 0.153
C 0.623 -0.214 -0.886
H 1.401 -2.058 0.002
C 0.592 1.246 -0.378
```